Computed, not measured: a molecular structure, C22H19F3N2O5S5Sc, with the ωB97M-V functional and the def2-TZVPD basis.

```
57
Properties=species:S:1:pos:R:3:forces:R:3:lowdin_charge:R:1
Sc 0.54839 -0.97244 0.37659 -0.356 0.028 -0.054 0.64
S -1.09703 2.24958 -2.61567 -0.103 -0.110 0.058 0.53
C 0.54872 2.72434 -2.80439 0.075 -0.009 -0.063 -0.75
C 0.84180 4.01917 -3.29824 -0.089 -0.005 -0.011 -0.16
C 2.12024 4.47048 -3.52438 0.047 0.012 -0.006 -0.12
C 3.21712 3.64274 -3.28308 -0.003 0.033 -0.017 -0.13
C 2.97805 2.37101 -2.80538 0.082 -0.014 0.077 -0.15
C 1.68158 1.91684 -2.54939 -0.056 -0.004 0.160 -0.52
S 1.65915 0.27389 -1.86257 -0.047 -0.225 -0.158 0.96
C 0.58099 -0.67067 -2.97054 -0.072 0.036 -0.146 -0.37
C -0.83116 -0.84679 -2.48380 -0.017 0.016 0.062 -0.36
C -1.82943 -1.22662 -3.38408 0.021 0.043 0.001 -0.02
C -3.13582 -1.25615 -2.96199 -0.071 -0.002 -0.001 -0.05
C -3.44136 -0.84568 -1.66554 0.106 0.043 0.021 -0.02
C -2.39991 -0.52320 -0.82120 0.000 0.060 -0.005 -0.37
C -2.62632 0.14348 0.50310 -0.049 0.038 -0.213 -0.34
S -1.75250 -0.70171 1.85298 -0.156 0.050 0.114 0.96
C -1.52326 0.65409 2.96040 0.145 0.017 -0.038 -0.53
C -2.39033 0.81538 4.03500 -0.033 -0.029 0.021 -0.12
C -2.22882 1.87706 4.90597 -0.005 0.017 0.016 -0.11
C -1.18765 2.77495 4.68258 0.014 0.002 -0.010 -0.10
C -0.32320 2.61147 3.61791 -0.040 0.012 0.051 -0.12
C -0.45854 1.53754 2.72386 0.062 -0.044 -0.052 -0.67
S 0.64906 1.38308 1.38607 0.013 0.144 -0.057 0.65
N -1.11426 -0.63549 -1.19811 0.014 -0.052 0.015 0.01
H -0.00636 4.66200 -3.49759 0.008 0.000 -0.001 0.08
H 2.26492 5.47741 -3.90025 0.034 -0.002 0.003 0.09
H 4.22902 3.97929 -3.46672 0.002 0.006 -0.001 0.09
H 3.80464 1.69812 -2.61091 0.004 0.008 -0.001 0.09
H 1.04849 -1.64357 -3.13032 0.036 0.023 0.050 0.08
H 0.53410 -0.13434 -3.91877 0.023 -0.010 0.015 0.10
H -1.56423 -1.44606 -4.40907 0.015 0.005 0.004 0.12
H -3.92694 -1.53461 -3.64678 0.003 -0.005 0.001 0.11
H -4.46247 -0.74342 -1.32601 -0.015 -0.009 -0.016 0.11
H -3.68858 0.22888 0.72421 0.017 -0.046 0.060 0.09
H -2.18568 1.14176 0.40987 0.005 0.000 0.066 0.09
H -3.18872 0.09749 4.17931 -0.002 0.002 0.004 0.10
H -2.89985 2.00429 5.74519 0.000 0.000 -0.001 0.09
H -1.04429 3.61519 5.35152 -0.018 -0.009 0.015 0.10
H 0.48320 3.31559 3.46079 0.014 -0.020 -0.033 0.10
N -0.92981 -3.15711 0.41643 0.145 0.094 -0.007 -0.03
C 0.01347 -4.21221 0.03342 0.022 -0.091 -0.109 -0.14
C 0.88938 -3.65108 -1.08544 0.076 0.109 -0.023 -0.61
O 1.16799 -4.28612 -2.08398 -0.070 -0.085 0.070 0.06
O 1.27309 -2.43852 -0.83535 0.139 0.067 -0.175 -0.18
H -1.35023 -3.33333 1.32026 0.040 -0.032 0.022 0.06
H -1.67744 -3.09896 -0.26769 -0.042 0.026 0.037 0.09
H -0.45836 -5.14163 -0.29014 -0.024 0.037 -0.006 0.12
H 0.66104 -4.41852 0.88691 0.009 -0.010 -0.005 0.12
F 2.88368 0.08119 3.65752 -0.054 0.000 0.008 0.14
C 3.10042 -1.22530 3.65293 0.019 0.050 -0.085 -0.66
F 2.43796 -1.77575 4.67389 0.008 -0.044 0.015 0.14
F 4.40620 -1.44209 3.83336 -0.015 0.031 -0.009 0.13
S 2.55916 -2.00969 2.06662 -0.215 -0.037 -0.102 0.54
O 2.82245 -1.04506 1.00706 0.288 0.046 0.039 -0.35
O 3.23671 -3.26406 2.04721 0.058 -0.018 0.061 -0.24
O 1.08154 -2.08613 2.18641 0.007 -0.140 0.337 -0.39
```
Forces are in eV/Å.

Output
Charge ... -1
Kohn-Sham gap ... 5.9114 eV
E_LUMO ... 2.104 eV